Here is a gas-phase ion, C4H11N2S (charge +1) in a non-equilibrium geometry from OMol25. Energies are from the ωB97M-V functional and the def2-TZVPD basis.

CARTESIAN COORDINATES (ANGSTROEM)
N (-0.006814, -0.457755, 1.835143)
C (-0.041952, 0.236326, 0.616337)
C (0.994807, 1.191836, 0.050846)
C (0.493399, 1.561926, -1.409108)
S (-0.044188, -0.004133, -2.110399)
C (-0.090256, -0.902334, -0.478521)
N (-1.254067, -1.680603, -0.192395)
H (-0.318789, -0.018866, 2.647832)
H (0.697571, -1.022455, 2.190755)
H (-0.910103, 0.780437, 0.611835)
H (1.963274, 0.777323, -0.082539)
H (1.155820, 2.223235, 0.442351)
H (-0.272369, 2.398371, -1.323439)
H (1.326053, 2.006972, -2.026169)
H (0.822106, -1.495076, -0.402557)
H (-2.066417, -1.377013, -0.838766)
H (-1.095690, -2.663518, -0.354485)
H (-1.352386, -1.554673, 0.823278)

Force components x, y, z for each atom (eV/Å):
-1.334 -0.463 0.624
2.748 -1.208 -1.606
0.081 2.231 -1.530
0.416 1.316 1.031
-0.669 -0.892 0.227
1.875 3.089 -0.930
-2.069 -0.489 -1.878
-1.065 1.433 1.064
2.259 -1.146 -0.444
-2.615 1.130 -0.183
0.917 -0.735 0.229
-0.404 -1.058 0.814
0.450 -1.406 -0.335
-0.785 -0.771 0.648
-0.264 -0.210 0.176
1.199 -0.394 1.611
-0.098 -0.545 -0.184
-0.642 0.119 0.668

Frontier orbital gap in eV: 9.7
E in Ha: -666.4349
HOMO level in eV: -13.06
SMILES: N[C@H]1CCS[C@@H]1[NH3+]
Multiplicity: 1
Total charge: +1
F_max in Eh/bohr: 0.07257
Molecular weight in g/mol: 119.21